Record 1
{
  "formula": "C22H22FNO4S",
  "method": "ωB97M-V/def2-TZVPD",
  "max_force_ev_per_a": 1.2,
  "e_homo_ha": -0.315,
  "de_lowest_kcal_mol": 3.1,
  "orbital_gap_ev": 9.03,
  "total_charge": 0,
  "smiles": "Cc1ccc(CCNC(=O)c2ccc(CS(=O)(=O)Cc3ccc(F)cc3)o2)cc1",
  "symbols": ["C", "C", "C", "C", "C", "C", "C", "H", "H", "C", "H", "H", "C", "N", "C", "O", "C", "C", "C", "C", "C", "H", "H", "S", "O", "O", "C", "C", "C", "C", "C", "C", "C", "H", "H", "F", "H", "H", "H", "H", "O", "H", "H", "H", "H", "H", "H", "H", "H", "H", "H"],
  "coordinates": [[2.29, 0.66, -1.97], [2.15, 0.86, -0.49], [1.28, 1.83, 0.00], [1.14, 2.03, 1.36], [1.84, 1.25, 2.27], [2.71, 0.29, 1.79], [2.88, 0.11, 0.42], [3.58, -0.63, 0.07], [3.27, -0.32, 2.48], [1.60, 1.41, 3.75], [1.41, 2.46, 3.99], [2.46, 1.07, 4.32], [0.38, 0.57, 4.17], [-0.80, 0.94, 3.42], [-1.19, 0.22, 2.34], [-0.86, -0.94, 2.15], [-2.06, 0.94, 1.39], [-2.45, 2.25, 1.26], [-3.15, 2.34, 0.04], [-3.16, 1.07, -0.49], [-3.63, 0.53, -1.77], [-4.01, 1.30, -2.43], [-4.35, -0.28, -1.67], [-2.15, -0.24, -2.59], [-1.01, 0.60, -2.35], [-2.50, -0.49, -3.97], [-1.95, -1.86, -1.76], [-0.52, -2.26, -1.83], [0.06, -2.54, -3.07], [1.39, -2.89, -3.16], [2.13, -2.98, -1.99], [1.59, -2.69, -0.75], [0.26, -2.31, -0.68], [-0.17, -2.07, 0.28], [2.19, -2.76, 0.13], [3.43, -3.34, -2.07], [1.85, -3.11, -4.11], [-0.54, -2.46, -3.96], [-2.27, -1.75, -0.73], [-2.60, -2.53, -2.31], [-2.51, 0.23, 0.34], [-3.59, 3.21, -0.39], [-2.26, 3.07, 1.93], [-1.05, 1.92, 3.45], [0.18, 0.70, 5.24], [0.56, -0.49, 3.97], [0.48, 2.81, 1.71], [0.70, 2.41, -0.70], [2.91, -0.20, -2.19], [1.31, 0.53, -2.41], [2.75, 1.54, -2.42]]
}

Record 2
{
  "formula": "C4H10N3S",
  "method": "ωB97M-V/def2-TZVPD",
  "max_force_ev_per_a": 4.3,
  "e_homo_ha": -0.450,
  "de_lowest_kcal_mol": 58.1,
  "orbital_gap_ev": 8.65,
  "total_charge": 1,
  "symbols": ["C", "C", "C", "C", "N", "N", "N", "S", "H", "H", "H", "H", "H", "H", "H", "H", "H", "H"],
  "coordinates": [[-3.05, -0.28, 0.47], [1.21, 0.92, 0.32], [1.02, -1.20, -0.79], [3.26, 0.06, -0.19], [-4.26, 0.10, 0.02], [1.81, -0.02, -0.24], [0.76, 1.85, 0.86], [-1.67, 0.10, -0.22], [-3.14, -0.74, 1.46], [1.74, -1.99, -1.00], [0.42, -1.61, 0.01], [0.28, -0.89, -1.52], [3.73, -0.41, 0.59], [3.86, -0.25, -1.03], [3.44, 1.21, -0.04], [-5.19, -0.03, 0.55], [0.07, 2.31, 1.41], [-4.28, 0.87, -0.66]]
}

Record 3
{
  "formula": "C14H20FN2O8Ru",
  "method": "ωB97M-V/def2-TZVPD",
  "max_force_ev_per_a": 0.5,
  "multiplicity": 5,
  "s_squared": 6.02,
  "e_homo_ha": [-0.714, -0.733],
  "orbital_gap_ev": [8.61, 7.47],
  "total_charge": 3,
  "symbols": ["Ru", "C", "C", "O", "C", "C", "O", "C", "C", "O", "C", "C", "O", "H", "H", "H", "H", "H", "H", "H", "H", "H", "H", "H", "H", "H", "H", "H", "H", "F", "C", "C", "N", "C", "C", "O", "O", "C", "O", "N", "C", "O", "H", "H", "H", "H"],
  "coordinates": [[0.42, 0.87, -0.22], [-0.02, 3.63, -0.86], [-0.55, 3.13, -2.18], [-0.68, 1.69, -2.06], [-0.38, 0.95, -3.28], [0.31, -0.32, -2.88], [1.34, 0.11, -1.93], [2.31, -0.89, -1.46], [3.37, -0.10, -0.75], [2.70, 0.85, 0.12], [3.28, 2.19, 0.12], [2.16, 3.14, 0.39], [1.12, 2.75, -0.57], [0.32, 4.66, -0.92], [-0.75, 3.55, -0.05], [-1.51, 3.58, -2.41], [0.16, 3.35, -2.98], [-1.30, 0.74, -3.82], [0.27, 1.57, -3.90], [-0.35, -1.03, -2.37], [0.78, -0.80, -3.73], [1.79, -1.59, -0.81], [2.71, -1.44, -2.31], [4.01, -0.75, -0.16], [3.99, 0.45, -1.47], [4.05, 2.26, 0.88], [3.71, 2.38, -0.86], [1.75, 3.06, 1.40], [2.45, 4.18, 0.20], [-5.37, -3.59, 2.85], [-4.11, -3.50, 2.60], [-3.47, -2.27, 2.74], [-2.17, -2.18, 2.50], [-1.43, -0.93, 2.74], [-0.85, -0.26, 1.53], [-0.41, 0.93, 1.67], [-0.68, -0.77, 0.38], [-1.34, -3.34, 2.15], [-0.16, -3.16, 2.08], [-2.01, -4.51, 2.02], [-3.39, -4.73, 2.16], [-3.94, -5.76, 1.97], [-4.02, -1.39, 3.07], [-0.59, -1.17, 3.40], [-2.07, -0.21, 3.25], [-1.44, -5.33, 1.81]]
}

Record 4
{
  "formula": "C17H24N2O2",
  "method": "ωB97M-V/def2-TZVPD",
  "max_force_ev_per_a": 18.0,
  "e_homo_ha": -0.301,
  "de_lowest_kcal_mol": 390.5,
  "orbital_gap_ev": 8.75,
  "total_charge": 0,
  "symbols": ["C", "C", "O", "C", "C", "C", "C", "C", "C", "N", "C", "O", "N", "H", "C", "H", "H", "C", "C", "C", "C", "C", "C", "C", "H", "H", "H", "H", "H", "H", "H", "H", "H", "H", "H", "H", "H", "H", "H", "H", "H", "H", "H", "H", "H"],
  "coordinates": [[2.23, 4.40, -0.09], [1.92, 3.07, -1.01], [0.81, 2.36, -0.63], [0.71, 1.83, 0.55], [1.74, 1.63, 1.20], [1.61, 0.90, 2.60], [0.29, 0.55, 3.09], [-0.63, 0.74, 2.05], [-0.45, 1.46, 0.89], [-1.66, 1.75, 0.11], [-2.42, 0.88, -0.29], [-3.21, 1.41, -1.25], [-2.78, -0.23, 0.00], [-1.77, -0.71, 0.68], [-3.33, -1.34, -0.68], [-3.67, -2.05, 0.30], [-4.42, -0.86, -0.98], [-2.53, -1.92, -1.59], [-1.04, -2.39, -1.21], [-0.83, -3.16, -0.08], [0.54, -3.34, 0.33], [1.53, -2.18, 0.33], [1.47, -1.92, -1.26], [0.02, -1.35, -1.53], [0.11, -1.41, -3.00], [-0.17, -0.43, -1.37], [1.98, -1.00, -1.62], [1.76, -2.87, -1.94], [2.44, -2.41, 0.54], [1.07, -1.37, 0.78], [0.48, -3.61, 1.46], [0.96, -4.27, -0.13], [-1.64, -3.82, 0.18], [-2.53, -1.19, -2.55], [-2.99, -2.84, -2.01], [-1.33, 2.44, -0.35], [-1.65, 0.43, 2.30], [0.19, -0.16, 4.12], [2.56, 0.55, 3.20], [2.97, 1.87, 1.27], [1.69, 3.42, -1.90], [2.91, 2.56, -0.65], [2.42, 4.32, 0.93], [1.35, 5.26, -0.25], [3.30, 4.99, -0.56]]
}

Record 5
{
  "formula": "C3H12N2OS",
  "method": "ωB97M-V/def2-TZVPD",
  "max_force_ev_per_a": 1.3,
  "e_homo_ha": -0.331,
  "de_lowest_kcal_mol": 14.1,
  "orbital_gap_ev": 9.73,
  "total_charge": 0,
  "smiles": "NCNCCS.O",
  "symbols": ["C", "C", "S", "N", "C", "N", "H", "H", "H", "H", "H", "H", "H", "H", "H", "H", "H", "H", "O"],
  "coordinates": [[-0.60, 0.78, 0.91], [-1.29, -0.47, 1.38], [-1.75, -1.61, 0.00], [0.85, 0.66, 0.72], [1.45, 1.88, 0.16], [1.77, 1.86, -1.27], [-1.01, 1.17, -0.02], [-0.80, 1.60, 1.63], [-2.25, -0.30, 1.86], [-0.64, -1.02, 2.06], [-0.81, -2.54, 0.17], [1.27, 0.44, 1.62], [0.76, 2.71, 0.35], [2.36, 2.14, 0.71], [0.87, 1.77, -1.75], [2.18, 0.95, -1.48], [0.85, -0.49, -1.11], [1.50, -1.84, -1.23], [1.02, -1.20, -1.74]]
}

Record 6
{
  "formula": "C24H26CrN3O6P",
  "method": "ωB97M-V/def2-TZVPD",
  "max_force_ev_per_a": 0.4,
  "multiplicity": 4,
  "s_squared": 4.04,
  "e_homo_ha": [-0.151, -0.193],
  "de_lowest_kcal_mol": 0.0,
  "orbital_gap_ev": [6.60, 7.76],
  "total_charge": -1,
  "symbols": ["Cr", "O", "C", "O", "C", "P", "C", "C", "C", "C", "C", "C", "C", "C", "C", "C", "C", "C", "H", "H", "H", "H", "H", "H", "H", "H", "H", "H", "H", "H", "C", "C", "N", "C", "C", "N", "C", "O", "O", "C", "O", "O", "H", "H", "H", "H", "H", "C", "C", "C", "C", "N", "H", "H", "H", "H", "H", "H", "H", "H", "H"],
  "coordinates": [[-0.75, 1.34, 0.37], [0.14, 0.10, 4.31], [0.32, 0.67, 3.24], [-0.58, 1.08, 2.44], [1.77, 0.97, 2.80], [1.87, 0.68, 1.00], [1.78, -1.14, 0.85], [1.26, -1.65, -0.34], [1.24, -3.02, -0.58], [1.70, -3.89, 0.39], [2.20, -3.40, 1.59], [2.25, -2.03, 1.81], [3.64, 0.94, 0.63], [4.26, 0.23, -0.40], [5.57, 0.50, -0.76], [6.30, 1.47, -0.08], [5.70, 2.18, 0.95], [4.38, 1.92, 1.30], [2.49, 0.43, 3.41], [1.92, 2.05, 2.94], [0.87, -0.95, -1.08], [0.84, -3.39, -1.52], [1.67, -4.96, 0.22], [2.55, -4.08, 2.35], [2.64, -1.66, 2.75], [3.71, -0.53, -0.94], [6.03, -0.06, -1.56], [7.32, 1.68, -0.36], [6.25, 2.94, 1.48], [3.93, 2.48, 2.11], [-1.99, -2.50, 0.96], [-2.88, -1.33, 0.81], [-2.50, -0.08, 0.69], [-3.64, 0.69, 0.63], [-4.74, -0.12, 0.71], [-4.24, -1.40, 0.81], [-6.20, 0.09, 0.68], [-6.61, 1.33, 0.62], [-6.94, -0.88, 0.72], [-3.54, 2.18, 0.57], [-4.60, 2.83, 0.51], [-2.37, 2.64, 0.58], [-1.02, -2.16, 1.30], [-1.87, -3.03, 0.02], [-2.39, -3.20, 1.70], [-4.82, -2.21, 0.89], [-5.81, 1.99, 0.60], [-2.25, 0.10, -2.56], [-1.06, 1.07, -2.63], [-1.54, 2.42, -3.16], [0.00, 0.50, -3.58], [-0.47, 1.28, -1.33], [-2.67, -0.09, -3.55], [-3.03, 0.50, -1.92], [-1.93, -0.86, -2.14], [-2.07, 2.30, -4.11], [-0.70, 3.10, -3.30], [-2.22, 2.88, -2.43], [-0.34, 0.53, -4.62], [0.23, -0.54, -3.33], [0.92, 1.07, -3.49]]
}

| no. | DFT total energy (Ha) |
| --- | --- |
| 1 | -1705.315499 |
| 2 | -720.537743 |
| 3 | -1450.526154 |
| 4 | -921.626384 |
| 5 | -704.415795 |
| 6 | -2931.893941 |